# 1
Here is C9H13IrN3O3S as an isolated structure in a non-equilibrium geometry from the OMol25 dataset. Energies are from the ωB97M-V functional and the def2-TZVPD basis.

Geometry as XYZ:
```
30
Properties=species:S:1:pos:R:3:lowdin_charge:R:1
Ir -0.14 0.41 0.05 1.166
N -0.71 -1.45 -1.01 -0.057
C 0.40 -1.82 -1.94 -0.189
C 1.71 -1.55 -1.24 -0.197
N 1.72 -0.11 -0.85 -0.117
H -0.83 -2.19 -0.32 0.113
H -1.59 -1.39 -1.52 0.125
H 0.31 -1.20 -2.84 0.139
H 0.33 -2.86 -2.25 0.149
H 2.56 -1.80 -1.89 0.149
H 1.80 -2.16 -0.34 0.124
H 1.82 0.45 -1.70 0.125
H 2.57 0.10 -0.31 0.122
O -1.03 -0.19 9.14 0.321
C -0.32 0.51 8.37 -0.340
O 0.31 1.52 8.63 0.456
C -0.14 0.18 6.85 -0.075
C -1.16 0.51 5.97 0.033
C -0.98 0.25 4.62 -0.040
C 0.23 -0.33 4.18 -0.608
S 0.55 -0.70 2.52 0.824
C 1.25 -0.65 5.10 -0.039
C 1.08 -0.37 6.44 0.049
H -1.47 -1.00 8.81 0.205
H -2.09 0.95 6.30 0.154
H -1.77 0.49 3.93 0.122
H 2.18 -1.08 4.76 0.130
H 1.88 -0.58 7.14 0.157
O -2.53 1.95 0.15 0.229
N -1.58 1.41 0.40 -0.232
```

Computed properties:
* ΔE to the lowest compared entry with this formula, charge and spin: 25.3 kJ/mol
* orbital gap (spin up / spin down): 7.85 / 5.69 eV
* energy: -33796.2930 eV
* net charge: +3
* 2S+1: 5



# 2
Here is C9H13MnN7OS as an isolated structure from the OMol25 dataset. Energies are from the ωB97M-V functional and the def2-TZVPD basis.

Geometry as XYZ:
```
32
Properties=species:S:1:pos:R:3:nbo_charge:R:1
Mn -1.16 0.19 0.84 1.080
N 1.03 3.09 2.77 -0.292
C 0.15 2.88 1.80 0.266
N -0.07 1.57 1.74 -0.550
C 0.75 1.04 2.71 0.294
N 1.43 1.94 3.36 -0.167
C 0.79 -0.41 2.82 0.122
C 1.57 -1.15 3.70 0.067
N 1.56 -2.48 3.66 -0.279
C 0.80 -3.08 2.76 0.041
C 0.00 -2.36 1.87 0.051
N 0.01 -1.03 1.91 -0.441
H 1.40 3.97 3.10 0.464
H -0.32 3.65 1.21 0.261
H 2.20 -0.66 4.42 0.252
H 0.80 -4.16 2.74 0.246
H -0.65 -2.85 1.16 0.237
O -2.42 0.18 1.65 -0.235
C 0.10 -1.84 -3.95 -0.451
N -0.74 -1.47 -2.81 -0.533
C -1.01 -0.22 -2.47 0.396
S -2.20 0.02 -1.15 -0.148
N -0.50 0.79 -3.14 -0.536
C -0.78 2.21 -2.97 -0.422
H 0.11 -2.93 -4.03 0.260
H 1.12 -1.50 -3.81 0.221
H -0.31 -1.44 -4.88 0.230
H -1.22 -2.19 -2.30 0.437
H 0.11 0.56 -3.91 0.427
H -1.49 2.35 -2.15 0.231
H -1.22 2.61 -3.88 0.245
H 0.15 2.74 -2.76 0.225
```

Computed properties:
* ΔE to the lowest compared entry with this formula, charge and spin: 47.4 kJ/mol
* orbital gap (spin up / spin down): 7.99 / 8.68 eV
* energy: -64161.0737 eV
* net charge: +2
* 2S+1: 2



# 3
Here is the molecule C9H13N in a non-equilibrium geometry from the OMol25 dataset. Energies are from the ωB97M-V functional and the def2-TZVPD basis.

Geometry as XYZ:
```
23
Properties=species:S:1:pos:R:3:nbo_charge:R:1
C 1.16 0.15 -0.03 -0.347
C 2.23 0.65 0.97 -0.225
C 2.10 -0.65 -0.92 0.134
C 3.44 0.42 0.39 -0.063
C -0.97 0.15 1.40 -0.405
C -0.03 -0.52 0.45 -0.224
C -1.35 -0.03 -0.04 -0.053
C -1.51 0.99 -1.05 -0.610
C -2.43 -1.11 -0.24 -0.608
N 3.35 -0.30 -0.86 -0.417
H 0.92 0.97 -0.78 0.266
H 1.92 1.19 1.92 0.227
H 1.65 -1.26 -1.69 0.182
H 4.47 0.63 0.61 0.213
H -1.54 -0.43 2.06 0.215
H -0.72 1.08 1.82 0.209
H 0.05 -1.54 0.59 0.216
H -2.37 1.66 -0.76 0.222
H -1.56 0.46 -2.02 0.222
H -0.73 1.73 -1.10 0.209
H -3.38 -0.50 -0.31 0.217
H -2.47 -1.82 0.56 0.207
H -2.21 -1.93 -0.98 0.215
```

Computed properties:
* ΔE to the lowest compared entry with this formula, charge and spin: 135.2 kJ/mol
* SMILES: CC1(C)C[C@@H]1[C@H]1C=CN=C1
* orbital gap: 9.64 eV
* energy: -11030.8736 eV
* net charge: 0



# 4
Here is a 2-piece molecular cluster, C9H13N2 overall in a non-equilibrium geometry from the OMol25 dataset. Energies are from the ωB97M-V functional and the def2-TZVPD basis.

Geometry as XYZ:
```
24
Properties=species:S:1:pos:R:3:nbo_charge:R:1
C 2.21 1.72 -0.04 -0.091
C 0.93 1.29 0.11 -0.276
C 3.18 0.82 -0.30 -0.235
C 2.87 -0.56 -0.32 0.105
C 0.72 -0.04 0.25 0.412
C -3.50 0.17 0.13 -0.407
C -2.75 1.44 0.01 -0.408
C -2.09 0.00 -0.47 -0.111
C 1.28 -2.37 0.14 -0.428
N 1.67 -1.02 0.12 -0.306
N -1.13 -0.78 0.22 -0.554
H 2.29 2.75 0.00 0.243
H 0.21 2.03 0.03 0.261
H 4.24 1.08 -0.55 0.267
H 3.54 -1.28 -0.75 0.242
H -3.74 -0.12 1.16 0.227
H -4.45 -0.04 -0.44 0.245
H -3.03 2.18 -0.71 0.233
H -2.41 1.80 0.95 0.215
H -2.25 -0.15 -1.53 0.225
H 0.33 -2.44 -0.48 0.282
H 2.05 -3.08 -0.03 0.244
H 1.04 -2.46 1.28 0.231
H -1.22 -0.93 1.22 0.382
```

Computed properties:
* ΔE to the lowest compared entry with this formula, charge and spin: 448.1 kJ/mol
* orbital gap: 8.10 eV
* energy: -12512.9759 eV
* net charge: +1



# 5
Here is an isolated ion of composition C9H13N2 and charge +1 in a non-equilibrium geometry from the OMol25 dataset. Energies are from the ωB97M-V functional and the def2-TZVPD basis.

Geometry as XYZ:
```
24
Properties=species:S:1:pos:R:3:nbo_charge:R:1
C 0.41 -2.05 0.39 0.054
C 1.09 -1.23 0.98 0.128
C -0.88 -2.32 -0.12 0.081
C 0.06 0.70 0.41 -0.083
C -1.12 0.08 0.00 0.183
C -3.67 0.37 0.27 -0.615
C 3.70 0.16 -0.26 -0.666
C -2.30 1.02 -0.21 -0.440
C 2.19 0.35 -0.55 -0.220
N -1.50 -1.23 -0.42 -0.345
N 1.38 0.13 0.67 -0.414
H -1.30 -3.33 -0.37 0.252
H 0.08 1.78 0.52 0.243
H -3.89 -0.47 -0.43 0.235
H -4.35 1.25 0.35 0.240
H -3.58 -0.19 1.27 0.212
H 4.22 0.87 0.37 0.237
H 3.86 -0.84 0.00 0.230
H 4.41 0.27 -1.14 0.270
H -2.17 2.10 0.29 0.225
H -2.50 1.27 -1.31 0.249
H 2.00 -0.52 -1.12 0.231
H 1.94 1.23 -1.12 0.250
H 1.89 0.60 1.53 0.465
```

Computed properties:
* ΔE to the lowest compared entry with this formula, charge and spin: 639.0 kJ/mol
* SMILES: CCC1=C[N@H+](CC)C#CC=N1
* orbital gap: 8.79 eV
* energy: -12510.9970 eV
* net charge: +1



# 6
Here is a 2-piece molecular cluster, C9H13N2O2 overall in a non-equilibrium geometry from the OMol25 dataset. Energies are from the ωB97M-V functional and the def2-TZVPD basis.

Geometry as XYZ:
```
26
Properties=species:S:1:pos:R:3:nbo_charge:R:1
C -2.16 -1.24 1.16 0.112
C 1.08 0.79 -0.74 -0.430
C -1.85 -1.55 -0.10 0.058
C -0.83 -2.03 -2.31 0.899
C 1.27 2.24 -0.89 -0.414
C -0.88 2.02 0.78 -0.601
C 1.55 1.73 1.57 -0.597
C -0.26 -3.33 -0.09 -0.437
C 0.68 1.70 0.32 -0.073
N -2.79 -0.88 2.09 -0.424
N -1.08 -2.32 -0.75 -0.417
O -1.30 -1.00 -2.62 -0.682
O -0.17 -2.90 -2.78 -0.717
H 0.39 0.14 -1.32 0.272
H 1.94 0.16 -0.43 0.195
H 0.74 2.85 -1.59 0.214
H 2.24 2.84 -0.64 0.182
H -1.67 1.36 0.40 0.240
H -0.95 2.01 1.85 0.204
H -1.18 3.04 0.25 0.190
H 2.54 2.28 1.30 0.191
H 1.06 2.03 2.50 0.211
H 1.76 0.75 1.86 0.203
H 0.82 -3.02 -0.27 0.206
H -0.42 -3.29 1.01 0.198
H -0.51 -4.38 -0.58 0.216
```

Computed properties:
* ΔE to the lowest compared entry with this formula, charge and spin: 337.1 kJ/mol
* orbital gap: 7.15 eV
* energy: -16616.2242 eV
* net charge: -1